# 1
A structure of composition C27H37ClN8OPtS5 at a distorted geometry, computed with wB97M-V/def2-TZVPD.

Properties
ΔE to the lowest compared entry with this formula, charge and spin ... 3.1325 eV
Maximum force ... 3.079 eV/Å
LUMO level (spin up / spin down) ... -0.41 / -0.41 eV
Frontier orbital gap (spin up / spin down) ... 6.0210 / 6.0412 eV
Electronic energy ... -4134.7510 Ha

Geometry (Å):
Pt1 0.444 -2.445 1.186
N1 3.037 -0.984 -0.916
C1 3.001 -0.369 0.293
N2 2.055 -0.576 1.160
C2 2.211 0.212 2.289
C3 3.284 1.036 2.256
S1 4.149 0.833 0.774
C4 1.244 0.050 3.386
C5 1.260 0.664 4.593
S2 -0.046 0.086 5.562
C6 -0.520 -0.957 4.258
N3 0.228 -0.859 3.203
N4 -1.617 -1.754 4.317
H1 2.383 -1.749 -1.026
H2 3.913 -1.064 -1.400
H3 3.628 1.725 3.006
H4 1.950 1.398 4.972
H5 -1.984 -2.020 5.213
H6 -1.711 -2.426 3.569
S3 -2.236 -5.090 -1.347
C7 -1.160 -4.232 -0.462
S4 -1.288 -3.957 1.247
S5 0.240 -3.446 -1.077
C8 2.818 -4.544 3.916
C9 2.772 -4.417 2.387
C10 4.097 -3.833 1.875
C11 2.570 -5.817 1.771
N5 1.728 -3.516 2.072
H7 3.623 -5.224 4.203
H8 1.874 -4.938 4.291
H9 2.996 -3.569 4.371
H10 4.926 -4.501 2.116
H11 4.277 -2.859 2.335
H12 4.054 -3.705 0.792
H13 3.387 -6.496 2.027
H14 2.513 -5.736 0.685
H15 1.633 -6.243 2.130
C12 -0.093 5.245 -2.295
C13 -1.111 4.557 -1.378
C14 -2.508 4.709 -1.998
C15 -1.130 5.328 -0.049
C16 -0.707 3.056 -1.130
O1 0.278 2.989 -0.084
C17 -0.060 2.345 -2.339
C18 -0.845 2.097 -3.636
C19 -1.806 0.933 -3.593
C20 -3.171 1.121 -3.771
C21 -4.050 0.048 -3.766
C22 -3.555 -1.229 -3.583
Cl1 -4.652 -2.575 -3.582
C23 -2.198 -1.450 -3.403
C24 -1.337 -0.367 -3.412
C25 -1.916 2.308 -0.557
N6 -1.667 0.908 -0.263
C26 -0.612 0.310 0.279
N7 -0.857 -0.987 0.392
C27 -2.137 -1.116 -0.064
N8 -2.658 0.014 -0.460
H16 -0.317 6.311 -2.346
H17 -0.118 4.853 -3.311
H18 0.930 5.151 -1.920
H19 -2.664 5.756 -2.261
H20 -3.295 4.433 -1.296
H21 -2.641 4.122 -2.904
H22 -1.442 6.355 -0.243
H23 -0.152 5.357 0.427
H24 -1.832 4.899 0.665
H25 1.061 3.472 -0.370
H26 0.292 1.379 -1.972
H27 0.839 2.915 -2.586
H28 -0.102 1.887 -4.411
H29 -1.370 2.995 -3.959
H30 -3.561 2.120 -3.927
H31 -5.111 0.200 -3.905
H32 -1.828 -2.456 -3.251
H33 -0.276 -0.546 -3.277
H34 -2.739 2.293 -1.266
H35 -2.241 2.808 0.356
H36 0.293 0.824 0.531
H37 -2.667 -2.050 -0.110

And the Löwdin charges, in e, turn out to be: 0.851 0.118 -0.707 -0.013 -0.333 -0.345 1.053 -0.341 -0.353 1.049 -0.694 0.013 0.112 0.032 0.098 0.074 0.070 0.095 0.048 0.521 -1.822 0.498 0.486 -0.057 -0.772 -0.066 -0.061 -0.178 0.083 0.077 0.073 0.078 0.071 0.070 0.074 0.072 0.076 -0.044 -0.507 -0.039 -0.043 -0.412 -0.025 -0.103 -0.124 -0.238 -0.050 -0.101 -0.667 0.668 -0.108 -0.041 -0.035 -0.071 -0.114 -0.119 -0.205 0.153 0.090 0.084 0.088 0.093 0.089 0.063 0.090 0.084 0.084 0.102 0.107 0.113 0.126 0.093 0.107 0.105 0.081 0.117 0.119 0.139 0.115 0.088

=====

# 2
A cluster of 3 separate species, CH2N3O4 in total at a distorted geometry, computed with wB97M-V/def2-TZVPD.

Properties
Charge ... -1
ΔE to the lowest compared entry with this formula, charge and spin ... 2.0457 eV
Maximum force ... 3.062 eV/Å
LUMO level ... 3.89 eV
Frontier orbital gap ... 7.4784 eV
Electronic energy ... -504.4238 Ha

Geometry (Å):
C1 2.430 0.679 0.112
N1 0.631 -1.625 0.566
N2 2.284 0.343 -1.057
N3 0.774 -1.912 -0.520
O1 0.860 -2.770 -1.315
O2 2.967 1.378 0.922
O3 0.294 -0.358 3.183
O4 1.439 -0.381 -1.767
H1 0.834 -0.209 2.448
H2 0.008 -1.253 3.207

And the Löwdin charges, in e, turn out to be: -0.389 0.184 -0.070 -0.358 0.001 -0.001 -0.054 -0.262 -0.050 -0.002

=====

# 3
An isolated molecule of C4H7ClN2O at a distorted geometry, computed with wB97M-V/def2-TZVPD.

Properties
ΔE to the lowest compared entry with this formula, charge and spin ... 2.7777 eV
Maximum force ... 6.045 eV/Å
LUMO level ... 0.61 eV
Structure (SMILES) ... O=CN1C[C@@H](Cl)CN1
Frontier orbital gap ... 9.8957 eV
Electronic energy ... -801.4609 Ha

Geometry (Å):
O1 -2.834 0.356 -0.281
C1 -1.930 -0.529 -0.129
N1 -0.710 -0.351 -0.452
C2 0.426 -1.136 -0.151
C3 1.461 -0.120 0.397
Cl1 3.101 0.019 -0.472
C4 0.679 1.200 0.254
N2 -0.371 0.972 -0.803
H1 -2.265 -1.561 0.002
H2 0.129 -1.890 0.585
H3 0.615 -1.609 -1.272
H4 1.819 -0.460 1.406
H5 0.908 2.412 0.181
H6 0.154 1.248 1.242
H7 -1.183 1.448 -0.508

And the Löwdin charges, in e, turn out to be: -0.046 -0.321 -0.186 -0.148 -0.581 0.509 -0.209 0.056 0.142 0.127 0.188 0.103 0.184 0.113 0.072

=====

# 4
A structure of composition C30H39Cl5NRuSi2Te, computed with wB97M-V/def2-TZVPD.

Properties
Charge ... +1
ΔE to the lowest compared entry with this formula, charge and spin ... 0.3866 eV
Maximum force ... 0.806 eV/Å
Multiplicity ... 5
LUMO level (spin up / spin down) ... -2.57 / -4.84 eV
Frontier orbital gap (spin up / spin down) ... 8.4048 / 6.6652 eV
Electronic energy ... -4463.8788 Ha

Geometry (Å):
Ru1 -0.023 -1.021 -0.759
C1 1.662 -0.798 0.486
Si1 1.151 0.471 1.787
C2 -0.716 0.233 1.963
N1 -1.365 0.378 0.628
C3 -1.479 1.844 0.301
C4 -2.898 2.282 -0.018
C5 -3.841 1.933 1.130
C6 -3.733 0.437 1.487
C7 -2.704 -0.274 0.616
C8 1.627 2.141 1.091
C9 2.093 2.286 -0.219
C10 2.486 3.522 -0.713
C11 2.407 4.647 0.095
C12 1.948 4.527 1.400
C13 1.574 3.285 1.892
C14 1.985 0.218 3.425
C15 1.391 -0.552 4.429
C16 2.035 -0.768 5.638
C17 3.289 -0.219 5.860
C18 3.898 0.544 4.873
C19 3.251 0.761 3.666
H1 1.826 -1.780 0.932
H2 2.603 -0.476 0.047
H3 -1.176 0.907 2.694
H4 -0.889 -0.784 2.320
H5 -0.795 2.085 -0.506
H6 -1.141 2.408 1.172
H7 -3.245 1.829 -0.949
H8 -2.881 3.362 -0.180
H9 -4.865 2.195 0.867
H10 -3.577 2.544 1.995
H11 -4.688 -0.072 1.347
H12 -3.472 0.307 2.538
H13 -3.041 -0.319 -0.421
H14 -2.573 -1.301 0.956
H15 2.171 1.416 -0.865
H16 2.869 3.608 -1.723
H17 2.716 5.611 -0.285
H18 1.896 5.399 2.038
H19 1.241 3.206 2.922
H20 0.410 -0.990 4.275
H21 1.559 -1.363 6.407
H22 3.793 -0.384 6.803
H23 4.877 0.972 5.046
H24 3.736 1.365 2.907
Cl1 -0.522 -3.185 1.128
C20 -1.458 -3.565 -0.300
C21 -1.337 -2.696 -1.380
C22 -2.072 -3.083 -2.502
Cl2 -2.007 -2.159 -3.972
C23 -2.883 -4.220 -2.529
Cl3 -3.772 -4.633 -3.936
C24 -2.980 -5.034 -1.401
Cl4 -3.980 -6.420 -1.409
C25 -2.251 -4.704 -0.262
Cl5 -2.339 -5.680 1.144
C26 1.219 -3.234 -3.326
Si2 1.834 -1.804 -2.300
C27 3.363 -2.447 -1.436
C28 2.398 -0.386 -3.391
H25 2.109 -3.681 -3.779
H26 0.551 -2.922 -4.125
H27 0.723 -4.002 -2.734
H28 3.949 -2.954 -2.209
H29 3.156 -3.171 -0.648
H30 3.980 -1.651 -1.022
H31 3.449 -0.567 -3.632
H32 2.346 0.595 -2.914
H33 1.836 -0.341 -4.323
C29 -0.685 2.809 -2.879
Te1 -0.911 0.708 -3.177
C30 -3.033 0.818 -3.360
H34 -0.734 3.279 -3.857
H35 0.278 3.011 -2.418
H36 -1.482 3.180 -2.240
H37 -3.336 1.836 -3.132
H38 -3.514 0.113 -2.688
H39 -3.287 0.573 -4.387

And the Löwdin charges, in e, turn out to be: 1.075 -0.378 0.623 -0.252 -0.263 -0.195 -0.183 -0.162 -0.149 -0.209 -0.265 -0.113 -0.085 -0.068 -0.065 -0.092 -0.251 -0.092 -0.075 -0.071 -0.071 -0.088 -0.006 -0.010 0.103 0.047 0.048 0.115 0.079 0.127 0.113 0.115 0.120 0.109 0.100 0.091 0.063 0.109 0.110 0.110 0.113 0.095 0.108 0.109 0.109 0.105 0.735 -0.691 -0.316 -0.675 0.661 -0.699 0.718 -0.702 0.733 -0.711 0.722 -0.211 0.465 -0.219 -0.246 0.047 -0.002 0.033 0.045 0.040 0.034 0.045 0.000 0.010 -0.394 1.250 -0.428 0.014 -0.014 -0.003 0.008 -0.008 0.002

=====

The lowest maximum force belongs to which entry? C30H39Cl5NRuSi2Te

=====

Among the records above, which one has the lowest electronic energy? C30H39Cl5NRuSi2Te